## 1
DFT (ωB97M-V with the def2-TZVPD basis set) results for a 2-piece molecular cluster, C6H14O2 overall.

## Properties
structure (SMILES) = C=CCCCCO.O
HOMO = -0.3538 Eh
LUMO = 0.02219 Ha
frontier orbital gap = 10.230 eV

The geometry in ORCA input format:
```
! wB97M-V def2-TZVPD RIJCOSX def2/J DEFGRID3
* xyz 0 1
C -2.91594 -0.93629 0.94509
C -2.80442 0.27609 0.38706
C -1.54924 0.98699 -0.00498
C -0.17718 0.13671 0.23542
C 0.99644 0.46293 -0.74624
C 1.61209 1.83675 -0.36889
O 2.10069 1.88627 0.85845
H -2.15142 -1.77887 1.10110
H -3.70172 -1.31140 1.55701
H -3.71172 0.90911 0.34846
H -1.55036 1.89021 0.47233
H -1.42121 1.24749 -1.05701
H -0.45541 -0.80522 -0.11711
H -0.03300 0.26588 1.31507
H 0.65105 0.42468 -1.73989
H 1.85107 -0.16453 -0.27203
H 0.76935 2.57190 -0.11412
H 2.45070 2.13480 -1.07291
H 2.45650 1.29149 1.37754
O 2.48955 -4.11374 -1.06528
H 2.16579 -3.71693 -0.29424
H 2.92838 -3.49433 -1.74483
*
```

Here are the natural (NBO) charges for atoms 1 to 8, given in e:
1 C -0.42
2 C -0.17
3 C -0.44
4 C -0.40
5 C -0.43
6 C -0.05
7 O -0.75
8 H 0.19

## 2
DFT (ωB97M-V with the def2-TZVPD basis set) results for C6H14O2 as an isolated structure.

## Properties
HOMO = -0.2689 Eh
LUMO = -0.09695 Ha
frontier orbital gap = 4.678 eV

The geometry in ORCA input format:
```
! wB97M-V def2-TZVPD RIJCOSX def2/J DEFGRID3
* xyz 0 1
C 0.04487 1.07048 1.06691
C -0.19400 0.10439 -0.01552
C 0.81941 -0.96284 -0.19802
C -2.91734 -0.33615 -2.67557
C -1.68480 -0.61315 -1.90944
C -1.31321 0.18193 -0.85628
H -0.82467 1.72109 1.20257
H 0.31677 0.54822 2.00261
H 0.90244 1.73572 0.87164
H 1.81640 -0.55107 -0.35344
H 0.92926 -1.59274 0.69510
H -3.34838 0.59749 -2.28495
H -3.67351 -1.12382 -2.53502
H -2.76666 -0.17161 -3.74635
H -1.10019 -1.48429 -2.14881
H -2.00988 1.00085 -0.69108
H 0.52200 -1.58977 -1.03826
H 3.49410 -1.30497 2.44328
O 2.73685 -0.86277 2.01784
H 2.67900 0.33297 2.37008
H 3.10901 1.83261 3.19365
O 2.46250 1.46743 2.58905
*
```

Here are the natural (NBO) charges for atoms 1 to 8, given in e:
1 C -0.74
2 C 0.45
3 C -0.72
4 C -0.68
5 C 0.10
6 C -0.36
7 H 0.22
8 H 0.33

It is 1 that is most stable; the runner-up trails by 3.7 kcal/mol.